The following is a DFT calculation (ωB97M-V/def2-TZVPD) of C23H37IN2O5SSi as an isolated structure in a non-equilibrium geometry.

HOMO ... -8.42 eV
Kohn-Sham gap ... 8.06 eV
Total energy ... -2369.7276 Eh

Structure (ORCA input):
```
! wB97M-V def2-TZVPD RIJCOSX def2/J DEFGRID3
* xyz 0 1
C -1.712 -0.235 2.586
Si 3.393 1.895 0.793
C 5.180 1.696 1.237
O -3.460 -0.776 -2.248
H 0.584 -1.556 2.568
C 2.658 -0.989 -2.807
H 1.469 -2.707 -3.531
C 0.644 2.696 3.169
O 2.730 2.834 1.979
H 1.109 -3.503 1.486
C 2.337 -2.479 -2.918
H 5.658 1.013 0.558
C -0.571 1.909 2.872
H -2.180 -2.238 2.044
H 1.197 4.160 1.688
C 3.274 2.742 -0.872
H -4.542 -1.697 -0.804
H -1.977 0.122 -4.572
C -2.491 -0.805 -4.386
H -3.617 0.900 -0.558
C 4.162 -0.985 -2.595
H -4.503 -1.311 -3.936
C -3.747 -0.607 -3.608
I -0.513 -2.504 -0.304
O 4.851 -0.102 -2.180
H -5.299 1.156 -0.887
N -3.888 2.559 1.604
H -2.703 -1.258 -5.336
H -4.606 -0.728 2.536
H 3.845 -4.059 -3.176
H -2.005 -1.976 3.725
H 2.412 2.414 -1.428
C -1.738 2.540 2.389
H 0.057 -2.821 3.613
H -3.734 -1.340 1.179
C -4.062 -0.435 1.655
H -4.139 0.385 -3.801
H 3.186 3.804 -0.715
C 3.637 -3.039 -3.486
C -2.873 1.790 2.014
H 4.165 2.533 -1.433
H 1.338 2.075 3.701
C -0.166 -2.313 2.689
H 2.444 -0.443 -3.726
H 2.158 -0.500 -1.975
C -0.622 0.546 2.982
H 3.674 -2.987 -4.576
H 0.885 2.576 1.064
C 2.586 0.216 0.747
C 1.337 3.112 1.889
C 0.059 -3.313 1.579
H -1.823 -1.452 -3.845
N -1.896 3.853 2.231
O -5.005 0.211 0.827
C -4.591 -0.792 -1.384
H 2.554 -0.207 1.736
H 0.241 0.052 3.373
C -2.861 0.365 2.077
S -3.389 4.055 1.704
O 4.670 -2.187 -2.955
C -4.595 0.445 -0.497
H 5.309 1.327 2.238
C -1.580 -1.724 2.764
H 1.590 0.224 0.336
H 2.158 -2.883 -1.924
H -0.454 -4.240 1.743
H 0.413 3.558 3.770
H 5.672 2.650 1.172
H -5.480 -0.796 -1.987
H 3.185 -0.430 0.132
*
```


The following is a DFT calculation (ωB97M-V/def2-TZVPD) of C23H37IN4O7P2RuS4 as an isolated structure in a non-equilibrium geometry.

Energy above the lowest of the compared OMol25 structures with the same formula, charge and spin ... 0.579 eV
HOMO (alpha / beta) ... -10.30 / -10.25 eV
Kohn-Sham gap (alpha / beta) ... 7.63 / 7.18 eV
<S²> ... 0.76
Total energy ... -4312.3389 Eh

Structure (ORCA input):
```
! wB97M-V def2-TZVPD RIJCOSX def2/J DEFGRID3
* xyz 1 2
H 2.345 3.674 -0.745
H 0.579 -0.906 -3.547
H 1.132 -0.048 -5.846
P 1.162 0.418 -1.298
H -0.444 2.793 -0.269
C 4.063 0.472 3.819
H 0.535 -5.384 -0.270
H 1.106 -2.651 1.017
H 4.809 -1.532 -1.477
H 2.831 2.656 6.093
N -1.133 2.563 -0.970
C 2.679 -1.769 -1.573
N -1.428 1.012 1.603
H 1.859 -2.180 -0.984
C -2.604 1.514 1.762
H -5.672 -4.328 -2.176
C -5.184 1.799 2.011
C 4.011 -2.012 -0.912
C -4.544 3.108 2.415
H 2.252 -3.971 0.734
C -5.246 -3.734 -1.368
H -5.943 -3.733 -0.531
S -2.856 2.749 2.974
H 4.213 -3.083 -0.878
O 1.638 1.787 -0.645
I -3.522 3.025 -4.377
C 2.946 0.371 3.016
C 0.412 0.137 -3.832
C 1.743 1.918 4.405
S -1.556 -1.815 -1.532
H -0.636 0.239 -4.119
O -3.390 -3.523 0.149
H 2.377 0.409 -4.666
H 0.934 -4.165 1.899
H -6.111 1.949 1.460
H -5.367 1.158 2.872
H 0.545 -3.843 -1.137
H 2.638 -2.206 -2.571
C 1.334 0.547 -4.954
Ru -0.706 -0.254 0.112
C 2.869 2.010 5.222
O 0.615 1.002 -2.696
S -4.018 0.960 0.901
S -1.730 -1.800 1.718
C 1.204 -3.733 0.936
C 4.016 1.297 4.937
H -3.206 -4.328 -1.773
N -0.497 1.500 2.532
H 2.951 -0.274 2.149
H 4.018 -1.622 0.106
H 4.873 1.384 5.591
H -5.078 3.586 3.235
H 4.579 3.241 -1.397
H 0.789 3.146 5.491
H 4.204 1.644 -2.060
H -3.002 0.386 -2.279
C 0.353 -4.316 -0.171
C -2.450 1.280 -2.048
C -3.921 -4.318 -0.948
H -4.495 3.793 1.569
O 0.630 2.637 4.689
O -1.059 -4.227 0.101
C 1.771 1.081 3.285
P -1.943 -2.913 0.110
C 3.958 2.353 -1.272
H 1.181 1.598 -5.201
H -1.285 4.333 -2.118
H -5.119 -2.708 -1.716
C 2.498 2.755 -1.307
C 0.622 0.875 2.376
O 0.803 0.025 1.400
C -2.448 2.511 -2.707
H -4.022 -5.331 -0.565
H 4.198 1.901 -0.309
H 4.960 -0.084 3.583
C -1.587 3.308 -1.982
N -1.645 1.325 -0.989
O 2.478 -0.341 -1.732
H 2.135 2.901 -2.325
*
```


The following is a DFT calculation (ωB97M-V/def2-TZVPD) of one molecule with the formula C23H37NO3.

Energy above the lowest of the compared OMol25 structures with the same formula, charge and spin ... 0.126 eV
HOMO ... -8.32 eV
Kohn-Sham gap ... 9.04 eV
Structure (SMILES) ... Cc1ccc(C)c(NC(=O)CCCCCCCCCC[C@H]2COCCO2)c1
Total energy ... -1179.1058 Eh

Structure (ORCA input):
```
! wB97M-V def2-TZVPD RIJCOSX def2/J DEFGRID3
* xyz 0 1
H -0.593 -1.763 2.921
C -3.251 2.487 0.546
H -3.780 -0.433 2.855
C -2.317 1.862 -1.486
H -3.967 3.192 0.969
C -1.874 -1.656 0.357
H -2.378 2.090 -2.550
C -2.871 -1.836 -0.595
H 4.927 0.545 1.834
C 2.053 2.106 -0.136
H 5.395 1.186 -0.406
H 1.737 1.303 0.530
C -4.511 -1.028 0.941
C -2.191 -1.127 1.616
C -5.251 -1.687 -1.364
H 3.833 2.752 0.890
H 1.580 -3.895 -0.600
H -0.145 1.068 -2.633
H 4.041 -1.753 -1.166
H 5.709 -1.393 0.543
C -0.908 2.144 -0.947
H -5.537 -0.786 1.181
C 1.557 1.810 -1.552
C 2.310 -1.976 0.089
C -4.193 -1.521 -0.317
C -3.518 -0.832 1.885
H -0.675 3.206 -1.139
H -1.586 -0.454 3.548
H -6.164 -2.089 -0.930
C 4.665 -1.347 0.864
O -3.271 2.688 -0.852
C 4.347 0.968 -0.191
H 3.884 2.962 -0.859
H 2.021 -0.934 -0.047
O -0.897 1.920 0.458
H 0.073 -1.866 0.894
H 2.108 -2.267 1.124
H 3.953 0.410 -1.039
H 0.106 0.282 -1.076
H -5.489 -0.719 -1.806
C 1.510 -2.841 -0.884
H -4.911 -2.349 -2.156
H 4.093 -3.163 -0.120
H 1.572 3.016 0.227
C -1.132 -0.855 2.646
C 0.139 1.241 -1.593
H -3.557 1.457 0.777
O -0.564 -2.721 -2.060
C 3.573 2.283 -0.062
H 3.256 0.154 1.483
H -0.423 -0.117 2.269
C 4.267 0.116 1.076
H -2.561 0.802 -1.317
C -1.848 2.735 1.105
H 1.597 2.726 -2.147
C 3.814 -2.107 -0.159
H 2.217 1.085 -2.030
C 0.026 -2.513 -1.022
H -1.582 3.796 0.968
H 4.597 -1.859 1.827
H -2.603 -2.229 -1.562
H 1.932 -2.756 -1.888
H -1.805 2.481 2.165
N -0.539 -2.002 0.105
*
```